This record from the OMol25 dataset describes 16 unconnected molecules or ions with the total composition C17H21Cl45NO5PS. The level of theory is ωB97M-V/def2-TZVPD.

Properties
E_LUMO: 0.03 eV

Cartesian coordinates (Å):
N: -0.095 1.813 -1.601
C: -0.554 0.771 -2.162
C: -1.226 -0.328 -1.377
O: -1.274 -1.599 -2.039
S: 0.201 -2.184 -2.390
O: -0.056 -3.132 -3.447
O: 0.447 -3.151 -1.045
P: 1.458 -2.661 0.196
O: 0.525 -1.608 1.044
O: 2.320 -1.566 -0.648
H: -0.258 1.732 -0.591
H: -0.500 0.683 -3.251
H: -2.267 -0.044 -1.196
H: -0.739 -0.413 -0.401
H: 0.140 -2.090 1.795
H: 3.071 -1.303 -0.090
C: 3.352 3.110 -2.274
Cl: 3.911 1.490 -1.859
Cl: 3.964 4.304 -1.117
Cl: 3.864 3.558 -3.903
H: 2.267 3.111 -2.235
C: 0.282 -1.556 5.292
Cl: 0.482 0.088 4.690
Cl: -0.495 -2.584 4.076
Cl: 1.818 -2.245 5.796
H: -0.370 -1.540 6.158
C: 6.236 -2.350 -0.218
Cl: 5.161 -3.246 -1.277
Cl: 7.717 -1.885 -1.046
Cl: 5.414 -0.914 0.426
H: 6.498 -2.983 0.619
C: -0.271 4.566 1.420
Cl: 1.197 4.933 0.527
Cl: -1.700 5.162 0.578
Cl: -0.373 2.822 1.683
H: -0.224 5.046 2.389
C: -0.096 0.686 -6.959
Cl: -0.444 -0.369 -5.587
Cl: 1.182 1.829 -6.553
Cl: 0.343 -0.275 -8.372
H: -0.989 1.249 -7.199
C: -1.527 -6.993 2.078
Cl: -0.818 -8.302 3.021
Cl: -0.802 -5.440 2.512
Cl: -1.370 -7.296 0.351
H: -2.582 -6.937 2.324
C: -5.021 -8.986 3.451
Cl: -4.352 -10.262 4.462
Cl: -4.358 -7.411 3.911
Cl: -4.717 -9.300 1.745
H: -6.091 -8.953 3.608
C: 4.442 -2.702 -5.470
Cl: 3.924 -1.987 -6.993
Cl: 6.193 -2.565 -5.275
Cl: 3.608 -1.974 -4.101
H: 4.192 -3.755 -5.493
C: -2.038 4.142 -5.137
Cl: -1.144 5.202 -6.232
Cl: -2.942 2.923 -6.051
Cl: -0.971 3.385 -3.965
H: -2.758 4.746 -4.601
C: -1.217 -3.670 8.995
Cl: -1.109 -1.969 8.523
Cl: -1.942 -4.623 7.701
Cl: 0.367 -4.300 9.433
H: -1.859 -3.730 9.864
C: 4.415 5.271 -7.528
Cl: 3.728 6.558 -8.526
Cl: 3.200 4.048 -7.166
Cl: 5.820 4.555 -8.313
H: 4.740 5.714 -6.595
C: 3.274 10.227 -8.288
Cl: 3.059 11.419 -9.570
Cl: 4.981 10.012 -7.907
Cl: 2.358 10.675 -6.850
H: 2.890 9.280 -8.644
C: -3.713 -1.736 2.675
Cl: -5.470 -1.789 2.557
Cl: -2.963 -2.842 1.526
Cl: -3.118 -0.094 2.402
H: -3.430 -2.038 3.677
C: -4.753 0.297 6.323
Cl: -4.970 -1.443 6.544
Cl: -3.172 0.641 5.625
Cl: -6.042 0.981 5.336
H: -4.797 0.763 7.297
C: -4.276 2.710 9.866
Cl: -4.969 3.200 8.319
Cl: -4.248 0.946 9.998
Cl: -2.662 3.380 10.076
H: -4.909 3.094 10.655

Results of the Löwdin charge analysis, in e, for atoms 1 through 6: number 1, N, carries 0.08; number 2, C, carries -0.26; number 3, C, carries -0.22; number 4, O, carries -0.32; number 5, S, carries 0.85; number 6, O, carries -0.39

=====

This record from the OMol25 dataset describes 2 unconnected molecules or ions with the total composition C3Br4. The level of theory is ωB97M-V/def2-TZVPD.

Properties
E_LUMO (alpha / beta): -2.15 / -2.04 eV
ΔE to the lowest compared entry with this formula, charge and spin: 196.6 kJ/mol

Cartesian coordinates (Å):
C: -0.509 0.693 -0.278
C: -0.860 -0.411 0.423
C: 0.344 -0.469 -0.381
Br: -0.910 2.379 -0.813
Br: -2.086 -1.256 1.461
Br: 1.032 -1.522 -1.723
Br: 2.987 0.586 1.311

Results of the Löwdin charge analysis, in e, for atoms 1 through 6: number 1, C, carries -0.74; number 2, C, carries -0.72; number 3, C, carries -0.68; number 4, Br, carries 0.90; number 5, Br, carries 0.89; number 6, Br, carries 0.83